{"formula": "C2H4N4", "method": "ωB97M-V with the def2-TZVPD basis set", "de_lowest_ev": 3.2916, "total_charge": 0, "spin_multiplicity": 1, "smiles": "C=NN(N)C#N", "homo_energy_ha": -0.359, "elements": ["C", "N", "N", "N", "C", "N", "H", "H", "H", "H"], "xyz": [[1.592, -0.348, 0.640], [0.358, -0.423, 0.835], [-0.574, -0.065, -0.262], [-1.904, 0.151, 0.067], [-0.084, 0.453, -1.367], [0.704, 0.719, -2.175], [1.971, 0.011, -0.358], [2.254, -0.635, 1.443], [-1.999, 0.857, 0.791], [-2.318, -0.719, 0.387]], "forces_ev_per_angstrom": [[0.3, 0.7, -2.0], [-2.2, 0.3, -0.4], [0.7, -0.6, 1.9], [0.0, -0.2, 0.2], [1.3, -0.1, -0.5], [-0.5, 0.3, -0.2], [0.1, -0.4, 1.0], [0.0, 0.0, 0.1], [0.1, -0.1, 0.0], [0.1, 0.1, -0.1]], "mulliken_charge": [-0.3080, -0.4868, 0.3897, -0.6073, 0.4804, -0.5048, 0.2605, 0.2746, 0.2488, 0.2529]}